1.
{"formula": "C23H28N6O2S", "method": "ωB97M-V with the def2-TZVPD basis set", "de_lowest_kj_mol": 0.0, "smiles": "CCOc1ccc2nc(N3CCC(C(=O)N4CCN(c5ncccn5)CC4)CC3)sc2c1", "elements": ["C", "C", "O", "C", "C", "C", "C", "C", "C", "H", "H", "N", "C", "N", "C", "H", "C", "H", "H", "C", "C", "O", "N", "C", "H", "H", "C", "N", "C", "N", "C", "C", "C", "N", "H", "H", "H", "C", "H", "C", "H", "H", "H", "H", "H", "H", "C", "H", "C", "H", "H", "H", "H", "S", "H", "H", "H", "H", "H", "H"], "coordinates": [[7.077, 3.362, -4.568], [6.094, 2.588, -3.704], [5.333, 1.758, -4.557], [4.381, 0.951, -4.012], [4.087, 0.881, -2.657], [3.093, 0.009, -2.253], [2.381, -0.800, -3.159], [2.689, -0.713, -4.513], [3.676, 0.153, -4.924], [3.935, 0.238, -5.968], [2.152, -1.324, -5.219], [1.436, -1.610, -2.596], [1.379, -1.480, -1.321], [0.601, -2.216, -0.510], [0.389, -1.872, 0.874], [0.326, -2.806, 1.446], [-0.907, -1.077, 1.042], [-0.832, -0.141, 0.484], [-1.047, -0.832, 2.095], [-2.091, -1.887, 0.492], [-3.352, -1.032, 0.575], [-3.705, -0.336, -0.356], [-4.077, -1.086, 1.722], [-3.716, -1.727, 2.968], [-2.685, -2.068, 2.936], [-4.369, -2.594, 3.139], [-3.878, -0.709, 4.124], [-3.735, 0.629, 3.609], [-2.505, 1.181, 3.497], [-2.402, 2.333, 2.825], [-1.206, 2.880, 2.754], [-0.087, 2.316, 3.353], [-0.303, 1.128, 4.032], [-1.488, 0.551, 4.105], [0.501, 0.600, 4.532], [0.887, 2.770, 3.289], [-1.150, 3.806, 2.196], [-4.801, 1.023, 2.712], [-5.654, 1.390, 3.292], [-5.213, -0.195, 1.861], [-5.520, 0.120, 0.864], [-6.028, -0.750, 2.334], [-4.420, 1.830, 2.086], [-4.870, -0.788, 4.576], [-3.118, -0.875, 4.885], [-2.212, -2.812, 1.065], [-1.807, -2.249, -0.969], [-1.770, -1.333, -1.560], [-0.477, -2.993, -1.088], [-0.529, -3.946, -0.549], [-0.232, -3.181, -2.132], [-2.612, -2.869, -1.363], [1.240, -1.297, 1.243], [2.523, -0.281, -0.631], [4.603, 1.478, -1.923], [6.636, 1.977, -2.967], [5.434, 3.283, -3.165], [7.725, 2.672, -5.101], [6.537, 3.961, -5.296], [7.683, 4.014, -3.946]], "nbo_charge": [-0.6166, -0.0612, -0.4989, 0.2847, -0.2763, -0.2119, 0.0970, -0.1855, -0.2539, 0.2235, 0.2227, -0.5241, 0.3314, -0.4344, -0.2040, 0.1948, -0.4147, 0.2218, 0.2253, -0.3204, 0.7074, -0.6323, -0.4427, -0.2237, 0.2150, 0.1940, -0.2367, -0.4014, 0.5723, -0.5066, 0.1138, -0.3712, 0.1022, -0.5336, 0.1949, 0.2271, 0.1977, -0.2317, 0.1941, -0.2453, 0.2584, 0.1880, 0.2534, 0.1972, 0.2514, 0.2054, -0.3944, 0.2327, -0.2201, 0.1858, 0.2493, 0.2164, 0.2158, 0.2757, 0.2162, 0.1687, 0.1686, 0.2139, 0.2140, 0.2110]}

=====

2.
{"formula": "C2H7S3", "method": "ωB97M-V with the def2-TZVPD basis set", "de_lowest_kj_mol": 178.6, "total_charge": -1, "elements": ["C", "S", "H", "H", "H", "C", "S", "S", "H", "H", "H", "H"], "coordinates": [[-0.313, 1.609, 0.319], [0.593, 3.037, -0.492], [-0.785, 2.026, 1.242], [0.564, 1.114, 0.625], [-0.819, 1.199, -0.550], [1.451, -1.268, -0.906], [0.255, -1.242, 0.553], [-1.583, -2.102, 0.389], [1.049, -1.968, -1.659], [1.192, -0.353, -1.500], [2.551, -1.266, -0.526], [1.169, 2.109, -1.290]], "nbo_charge": [-0.6554, -0.1776, 0.2182, 0.2319, 0.2375, -0.7814, -0.0925, -0.7134, 0.2261, 0.1753, 0.2166, 0.1147]}

=====

3.
{"formula": "C4H12O2", "method": "ωB97M-V with the def2-TZVPD basis set", "de_lowest_kj_mol": 74.5, "smiles": "CCO.CCO", "elements": ["C", "O", "C", "H", "H", "H", "H", "H", "H", "C", "O", "C", "H", "H", "H", "H", "H", "H"], "coordinates": [[-0.517, 0.609, -2.927], [-1.681, 0.809, -3.713], [-0.605, 1.171, -1.551], [-0.346, -0.473, -2.825], [0.277, 1.011, -3.564], [-2.447, 1.062, -3.173], [-1.418, 0.710, -1.000], [0.316, 0.951, -1.039], [-0.711, 2.255, -1.548], [0.231, -0.436, 2.477], [-0.111, -0.607, 1.070], [1.507, -1.185, 2.780], [0.310, 0.628, 2.629], [-0.611, -0.857, 3.001], [0.249, -1.475, 0.861], [2.232, -0.952, 2.009], [1.978, -0.966, 3.736], [1.348, -2.257, 2.777]], "nbo_charge": [-0.0545, -0.7322, -0.6399, 0.1491, 0.1705, 0.4643, 0.2132, 0.2280, 0.2004, -0.0657, -0.7263, -0.6498, 0.1792, 0.1665, 0.4572, 0.2133, 0.2234, 0.2033]}

=====

4.
{"formula": "C59H164N8O27", "method": "ωB97M-V with the def2-TZVPD basis set", "elements": ["C", "O", "C", "C", "N", "C", "C", "O", "C", "H", "H", "H", "H", "H", "H", "H", "H", "H", "H", "H", "H", "H", "H", "H", "C", "O", "C", "C", "N", "C", "C", "O", "C", "H", "H", "H", "H", "H", "H", "H", "H", "H", "H", "H", "H", "H", "H", "H", "C", "O", "C", "C", "N", "C", "C", "O", "C", "H", "H", "H", "H", "H", "H", "H", "H", "H", "H", "H", "H", "H", "H", "H", "C", "O", "C", "C", "N", "C", "C", "O", "C", "H", "H", "H", "H", "H", "H", "H", "H", "H", "H", "H", "H", "H", "H", "H", "C", "O", "C", "C", "N", "C", "C", "O", "C", "H", "H", "H", "H", "H", "H", "H", "H", "H", "H", "H", "H", "H", "H", "H", "C", "O", "C", "C", "N", "C", "C", "O", "C", "H", "H", "H", "H", "H", "H", "H", "H", "H", "H", "H", "H", "H", "H", "H", "C", "O", "C", "C", "N", "C", "C", "O", "C", "H", "H", "H", "H", "H", "H", "H", "H", "H", "H", "H", "H", "H", "H", "H", "C", "O", "C", "C", "N", "C", "C", "O", "C", "H", "H", "H", "H", "H", "H", "H", "H", "H", "H", "H", "H", "H", "H", "H", "C", "O", "H", "H", "H", "H", "C", "O", "H", "H", "H", "H", "C", "O", "H", "H", "H", "H", "C", "O", "H", "H", "H", "H", "C", "O", "H", "H", "H", "H", "C", "O", "H", "H", "H", "H", "C", "O", "H", "H", "H", "H", "C", "O", "H", "H", "H", "H", "C", "O", "H", "H", "H", "H", "C", "O", "H", "H", "H", "H", "C", "O", "H", "H", "H", "H"], "coordinates": [[14.233, 19.559, -8.273], [13.534, 18.298, -8.039], [12.403, 18.079, -8.967], [11.947, 16.673, -9.107], [13.030, 15.944, -9.743], [13.132, 14.602, -9.176], [14.639, 14.180, -9.428], [15.447, 15.102, -8.714], [16.817, 14.714, -8.640], [14.745, 19.518, -9.234], [14.971, 19.747, -7.493], [13.606, 20.435, -8.438], [12.705, 18.480, -9.935], [11.666, 18.751, -8.525], [11.057, 16.560, -9.727], [11.690, 16.141, -8.190], [13.917, 16.408, -9.611], [12.451, 13.926, -9.695], [12.940, 14.600, -8.103], [14.990, 14.088, -10.456], [14.661, 13.238, -8.880], [17.321, 14.307, -9.517], [16.588, 13.839, -8.033], [17.364, 15.493, -8.108], [13.958, 21.489, -4.809], [13.937, 22.553, -3.883], [12.719, 23.092, -3.673], [11.931, 22.135, -2.778], [12.736, 21.726, -1.678], [12.201, 20.499, -1.087], [12.871, 20.115, 0.187], [14.145, 19.613, -0.132], [14.678, 18.781, 0.905], [13.275, 20.661, -4.619], [14.902, 20.948, -4.740], [13.793, 21.821, -5.834], [12.166, 23.283, -4.593], [12.740, 24.077, -3.207], [11.716, 21.330, -3.481], [11.037, 22.714, -2.548], [13.696, 21.653, -1.983], [12.391, 19.742, -1.847], [11.141, 20.565, -0.840], [12.244, 19.458, 0.789], [13.040, 20.925, 0.896], [14.023, 18.114, 1.465], [15.324, 19.403, 1.524], [15.472, 18.261, 0.369], [11.159, 22.950, 1.878], [10.796, 22.534, 3.215], [11.586, 23.064, 4.215], [11.012, 23.474, 5.556], [10.282, 24.720, 5.711], [9.099, 24.992, 4.876], [8.845, 26.517, 4.996], [7.702, 26.979, 4.434], [7.446, 28.288, 4.711], [10.694, 22.437, 1.036], [12.219, 22.968, 1.625], [10.761, 23.956, 1.750], [12.026, 24.021, 3.935], [12.366, 22.317, 4.355], [11.913, 23.507, 6.168], [10.531, 22.613, 6.020], [10.689, 25.599, 5.996], [8.201, 24.449, 5.170], [9.279, 24.850, 3.810], [9.675, 27.043, 4.524], [8.903, 26.788, 6.051], [8.339, 28.835, 4.407], [7.420, 28.527, 5.775], [6.526, 28.653, 4.256], [4.365, 29.020, 1.901], [5.625, 29.321, 1.430], [5.664, 30.153, 0.242], [7.097, 30.537, -0.141], [7.994, 29.303, -0.028], [8.062, 28.458, -1.303], [9.002, 27.238, -1.000], [9.018, 26.207, -1.992], [10.172, 25.338, -1.853], [4.047, 29.876, 2.496], [4.403, 28.148, 2.554], [3.666, 28.786, 1.098], [5.144, 31.106, 0.345], [5.225, 29.542, -0.547], [7.413, 31.296, 0.574], [7.117, 31.022, -1.117], [7.639, 28.742, 0.732], [8.569, 29.003, -2.099], [7.091, 27.974, -1.407], [8.847, 26.893, 0.022], [10.017, 27.625, -0.901], [11.150, 25.755, -2.090], [9.971, 24.556, -2.585], [10.235, 24.885, -0.863], [14.542, 15.013, -5.264], [13.544, 14.953, -4.376], [13.687, 13.799, -3.553], [12.437, 13.708, -2.636], [11.435, 12.845, -3.224], [10.958, 13.287, -4.554], [9.793, 12.476, -5.112], [8.522, 13.186, -4.949], [7.549, 12.834, -5.912], [15.569, 15.172, -4.936], [14.274, 15.861, -5.894], [14.429, 14.197, -5.978], [14.548, 13.808, -2.886], [13.810, 12.873, -4.115], [11.820, 14.601, -2.540], [12.616, 13.627, -1.564], [10.611, 12.996, -2.659], [11.785, 13.178, -5.256], [10.804, 14.362, -4.463], [9.823, 11.430, -4.807], [10.068, 12.258, -6.144], [7.611, 13.534, -6.746], [6.555, 12.790, -5.468], [7.573, 11.812, -6.289], [0.893, 22.162, -0.582], [1.401, 20.830, -0.590], [0.919, 19.972, 0.495], [1.346, 20.500, 1.812], [2.778, 20.580, 1.764], [3.414, 21.645, 2.585], [4.979, 21.682, 2.565], [5.388, 22.898, 3.056], [6.590, 23.375, 2.572], [1.307, 22.803, -1.361], [1.263, 22.829, 0.196], [-0.163, 22.146, -0.313], [1.185, 18.926, 0.347], [-0.169, 19.978, 0.430], [1.029, 19.755, 2.541], [0.959, 21.497, 2.024], [3.072, 20.756, 0.814], [3.205, 21.359, 3.616], [3.044, 22.638, 2.329], [5.248, 21.551, 1.516], [5.447, 20.923, 3.191], [6.505, 23.642, 1.518], [7.475, 22.763, 2.748], [6.729, 24.381, 2.967], [4.796, 13.801, -1.303], [6.064, 14.279, -0.948], [7.034, 14.492, -1.955], [8.362, 14.306, -1.371], [8.749, 15.441, -0.525], [8.076, 15.527, 0.719], [8.420, 16.694, 1.647], [7.513, 16.729, 2.731], [7.262, 18.077, 3.138], [4.243, 13.650, -0.376], [4.657, 12.846, -1.809], [4.358, 14.610, -1.887], [6.979, 15.433, -2.502], [6.881, 13.687, -2.675], [9.138, 14.252, -2.134], [8.371, 13.312, -0.925], [8.691, 16.268, -1.102], [8.089, 14.638, 1.350], [7.011, 15.706, 0.572], [8.320, 17.660, 1.152], [9.400, 16.510, 2.088], [6.614, 18.137, 4.012], [6.755, 18.537, 2.289], [8.126, 18.572, 3.581], [12.197, 17.899, -4.033], [10.995, 18.538, -3.554], [9.703, 18.209, -4.191], [8.468, 18.726, -3.469], [8.471, 18.145, -2.115], [7.277, 18.459, -1.439], [7.195, 20.013, -1.180], [8.526, 20.475, -0.726], [8.608, 21.862, -0.776], [12.112, 16.961, -4.582], [12.728, 17.624, -3.122], [12.926, 18.539, -4.529], [9.559, 17.129, -4.224], [9.821, 18.479, -5.241], [7.615, 18.645, -4.143], [8.574, 19.792, -3.269], [9.155, 18.731, -1.659], [7.287, 17.835, -0.545], [6.403, 18.254, -2.057], [6.453, 20.261, -0.421], [6.942, 20.517, -2.113], [7.863, 22.343, -1.410], [9.578, 22.227, -1.115], [8.557, 22.333, 0.206], [14.787, 13.814, 0.150], [14.675, 12.402, 0.064], [14.105, 14.092, 0.954], [15.822, 14.150, 0.221], [14.223, 14.343, -0.618], [15.048, 12.040, 0.871], [11.924, 15.825, 0.866], [11.065, 14.707, 1.068], [12.261, 15.816, -0.171], [11.337, 16.743, 0.852], [12.640, 15.999, 1.669], [10.476, 14.642, 0.313], [7.859, 22.565, -4.372], [9.189, 22.803, -4.362], [7.423, 23.160, -3.569], [7.341, 22.855, -5.286], [7.790, 21.497, -4.167], [9.394, 22.996, -5.279], [8.550, 26.507, -5.227], [8.248, 27.266, -6.322], [8.045, 25.545, -5.145], [9.602, 26.225, -5.288], [8.350, 27.085, -4.325], [7.849, 26.827, -7.076], [3.334, 22.232, -3.082], [3.680, 21.539, -1.931], [2.897, 21.644, -3.889], [2.640, 23.049, -2.882], [4.205, 22.812, -3.385], [2.949, 20.943, -1.757], [10.330, 21.450, -7.440], [9.209, 22.233, -7.398], [10.319, 20.914, -8.389], [11.322, 21.897, -7.375], [10.247, 20.695, -6.658], [9.187, 22.844, -8.138], [7.562, 19.655, -9.633], [8.220, 18.408, -9.534], [8.173, 20.513, -9.911], [6.808, 19.653, -10.421], [7.057, 20.019, -8.739], [8.696, 18.289, -10.359], [3.303, 17.394, -1.740], [3.083, 17.372, -3.098], [4.230, 17.949, -1.599], [2.466, 17.941, -1.307], [3.376, 16.406, -1.285], [2.204, 17.071, -3.341], [16.235, 17.311, -2.915], [16.340, 16.146, -2.120], [15.270, 17.095, -3.372], [16.395, 18.119, -2.201], [17.047, 17.391, -3.638], [16.181, 15.336, -2.610], [4.469, 18.741, -6.048], [4.509, 17.524, -5.452], [5.233, 18.505, -6.788], [3.565, 19.246, -6.388], [5.020, 19.410, -5.387], [4.306, 17.500, -4.514], [3.834, 17.722, 3.931], [3.230, 17.824, 2.640], [4.278, 16.744, 4.115], [4.379, 18.638, 4.161], [2.956, 17.896, 4.552], [2.942, 18.724, 2.473]], "lowdin_charge": [-0.0929, -0.2094, -0.1864, -0.2109, -0.0668, -0.1746, -0.2007, -0.2396, -0.0840, 0.0776, 0.0820, 0.0692, 0.1210, 0.1058, 0.1169, 0.1102, 0.0870, 0.1162, 0.0965, 0.1245, 0.1086, 0.0856, 0.0792, 0.0936, -0.0873, -0.1638, -0.2610, -0.2407, -0.0143, -0.1757, -0.2408, -0.1805, -0.0851, 0.0632, 0.0938, 0.0830, 0.1172, 0.1177, 0.1000, 0.0735, 0.1099, 0.1079, 0.1057, 0.1164, 0.1085, 0.0804, 0.0824, 0.0762, -0.0834, -0.1772, -0.2697, -0.2087, -0.0587, -0.1672, -0.2756, -0.1652, -0.1287, 0.0599, 0.0833, 0.0756, 0.1215, 0.1242, 0.1165, 0.1137, 0.1006, 0.1180, 0.1023, 0.1252, 0.1214, 0.0904, 0.0872, 0.0870, -0.1378, -0.2182, -0.2052, -0.1696, -0.0565, -0.1546, -0.2331, -0.1971, -0.0815, 0.0896, 0.0868, 0.0868, 0.1180, 0.1141, 0.1023, 0.1138, 0.0729, 0.1166, 0.1089, 0.1106, 0.1108, 0.0871, 0.0598, 0.0796, -0.1726, -0.1928, -0.1689, -0.1845, -0.0705, -0.1896, -0.1790, -0.1908, -0.1230, 0.0919, 0.0956, 0.0872, 0.1016, 0.1276, 0.1058, 0.0967, 0.0755, 0.1044, 0.1126, 0.1222, 0.1061, 0.0894, 0.0794, 0.0807, -0.0888, -0.2313, -0.1679, -0.2299, -0.0730, -0.1372, -0.2209, -0.1737, -0.1203, 0.0746, 0.0785, 0.0981, 0.1191, 0.1227, 0.1275, 0.1155, 0.1004, 0.1177, 0.1168, 0.1108, 0.1193, 0.0861, 0.0937, 0.0820, -0.1050, -0.1917, -0.2198, -0.1903, -0.0380, -0.2189, -0.2192, -0.1804, -0.1000, 0.0928, 0.0853, 0.0681, 0.1284, 0.1148, 0.0980, 0.1393, 0.0735, 0.1375, 0.1059, 0.0964, 0.1127, 0.0635, 0.0875, 0.0905, -0.0888, -0.2066, -0.1589, -0.1729, -0.0568, -0.1986, -0.1261, -0.1880, -0.1270, 0.0720, 0.0745, 0.0633, 0.1087, 0.1084, 0.1302, 0.0898, 0.1004, 0.0917, 0.1058, 0.1100, 0.0962, 0.0832, 0.0579, 0.0726, -0.1602, -0.1167, 0.0684, 0.0876, 0.0419, 0.0737, -0.1700, -0.1315, 0.0696, 0.0529, 0.0778, 0.0275, -0.1995, -0.1135, 0.0769, 0.0856, 0.0636, 0.0560, -0.1924, -0.1021, 0.0707, 0.0789, 0.0703, 0.0806, -0.1817, -0.1139, 0.0877, 0.0570, 0.0780, 0.0394, -0.1837, -0.1031, 0.0662, 0.0768, 0.0865, 0.0963, -0.1813, -0.1055, 0.0620, 0.0738, 0.0764, 0.0727, -0.1336, -0.1161, 0.0799, 0.0713, 0.0730, 0.1036, -0.1369, -0.1439, 0.0671, 0.0825, 0.0744, 0.0456, -0.2082, -0.1198, 0.0795, 0.0783, 0.0666, 0.0321, -0.1486, -0.1546, 0.0912, 0.0574, 0.0685, 0.0027]}

=====

no.,HOMO-LUMO gap (eV),F_max (eV/Å),LUMO level (eV)
1,7.810,1.0,0.529
2,5.288,2.9,3.155
3,10.760,1.3,0.887
4,8.116,3.7,0.078